# 1
Density functional theory data (wB97M-V/def2-TZVPD) for a structure of composition C11H24ClIInN4OP.

The geometry in XYZ format:
```
44
Properties=species:S:1:pos:R:3:forces:R:3
H -2.726312 2.037108 -2.025590 0.0 0.3 -0.3
H -2.621445 -1.477888 2.951429 0.1 0.1 -0.1
O 7.961357 -0.618479 -0.081574 -0.5 -2.0 -0.4
H 3.977520 -1.217659 0.450927 -0.1 0.3 -0.4
H 2.180234 -1.073249 0.123939 0.9 -1.1 -0.2
H -1.811774 1.063012 2.467873 0.1 -0.2 0.1
C -1.886554 1.935460 -2.720992 -0.1 0.4 1.3
H 0.890623 -2.178987 2.440130 0.0 0.1 0.1
C -0.840510 0.664963 2.774021 0.1 1.1 1.2
H 0.949500 1.643606 -3.310040 -0.2 -0.4 0.0
H 1.403351 -0.493545 2.158187 -0.1 0.0 0.1
C -1.598916 -0.060909 4.966512 -0.1 -0.2 -0.1
H 1.434831 1.108959 4.162002 -0.1 -0.1 0.0
H -2.248115 1.863764 -3.755276 0.2 -0.2 0.3
H -0.030023 1.227594 2.288507 -0.3 -0.1 0.0
N 0.980382 -0.966530 4.166037 -1.1 0.1 -0.5
H -1.425673 0.059607 6.048142 -0.3 0.1 -0.5
H 1.169208 -0.124299 -3.448969 -0.1 0.3 0.0
C 7.700907 -1.706287 -0.311889 0.5 2.0 0.4
In -1.778432 -0.783295 0.196461 0.2 2.2 0.7
H -2.031362 -0.297527 -4.346486 0.0 -0.1 0.3
C -1.864273 -0.766265 -3.368868 -0.1 -0.5 0.6
C 3.204872 -0.815208 -0.210551 -1.6 -0.7 -0.3
C 0.435219 0.691096 -3.506744 1.4 -0.3 0.8
N -1.367254 -1.497544 4.633531 0.7 0.6 -1.4
C 0.054648 -1.824080 4.936530 -0.2 -0.1 -0.1
H -1.263807 -1.674624 -3.508104 -0.2 0.1 0.0
H -2.634051 0.198117 4.700785 0.3 -0.1 0.2
C -1.567160 -1.671289 3.166391 -0.5 -0.4 1.7
H 0.023933 0.696556 -4.533108 -0.3 0.0 0.7
C 0.704530 0.421707 4.602321 0.0 0.2 -0.2
P -0.946385 0.418941 -2.304903 -1.1 -0.2 -2.5
C 0.721847 -1.133920 2.721109 1.1 -0.3 0.4
H -1.217055 2.799415 -2.625886 -0.3 -0.1 0.1
N -0.689193 -0.768984 2.346795 -0.5 -0.2 -0.2
H 3.268079 -1.022076 -1.289404 0.5 -0.2 0.7
H 0.230219 -1.649877 6.009051 0.0 -0.2 -0.4
N -0.673510 0.846876 4.243238 0.2 -1.3 -0.9
H -2.825574 -1.018370 -2.907150 0.0 -0.1 -0.3
H 0.787346 0.453262 5.699857 0.1 0.1 -0.5
Cl -3.837271 0.331783 0.863952 1.3 -1.1 -0.7
H -1.322310 -2.711666 2.904806 0.0 0.3 0.0
I 2.817066 1.218499 -0.037982 0.2 1.5 0.1
H 0.246889 -2.876566 4.688282 -0.1 0.2 0.1
```
Positions in Å, forces in eV/Å.

Summary:
- Spin multiplicity: 1
- Total charge: +2
- Orbital gap: 4.373 eV
- E_LUMO: -10.69 eV
- E_tot: -2016.511288 a.u.

Results of the Löwdin charge analysis, in e, for atoms 1 through 4:
1. H 0.05
2. H 0.10
3. O 0.01
4. H 0.03

---

# 2
Density functional theory data (wB97M-V/def2-TZVPD) for a structure of composition C11H24F6O2P2Ti.

The geometry in XYZ format:
```
46
Properties=species:S:1:pos:R:3:forces:R:3
H -3.519580 2.192638 1.756045 -0.3 -0.4 -0.4
F -1.956200 0.200246 3.508197 0.6 0.8 -0.5
C -1.310757 0.024596 -1.226375 -7.9 2.0 -4.2
H 0.728154 0.453512 0.860588 0.5 0.6 0.0
P -0.178558 -2.464246 0.747949 -0.4 -0.3 0.2
C -3.147188 1.324140 1.193304 -0.4 0.5 0.2
H -2.562750 -2.027527 0.848497 0.4 -0.4 -0.1
H 0.198213 1.118929 -3.912967 0.2 0.3 0.1
Ti 0.508499 -0.644072 -0.640875 -0.6 0.3 1.5
H 1.014842 0.852661 0.258191 0.5 0.2 0.9
H 0.187892 2.533350 -2.820375 0.2 -0.2 -0.3
F -1.641116 2.371522 3.540810 0.5 -1.2 -0.8
C -1.278551 1.223198 2.902356 -0.5 -0.3 0.3
H 2.290087 2.851142 -0.824113 0.3 -0.1 -0.2
H 3.489826 2.607465 -2.165093 -0.3 -0.1 0.3
O -1.320621 0.062879 0.686076 2.0 -0.1 -0.1
H 1.519045 2.338723 -4.028889 -0.3 -0.1 0.2
H -0.608752 -1.433766 2.907074 0.3 -0.5 -0.2
C 0.769164 -3.915925 0.258104 -0.1 -0.3 0.3
P 1.794897 0.867776 -2.112482 0.8 0.7 -1.0
H 0.407425 -4.748539 0.882376 0.4 -0.1 -0.5
H 2.050064 -0.991596 -0.085970 0.8 -0.3 -0.1
C -1.934110 -2.868135 0.508308 -0.1 -0.2 0.1
H 3.586460 -0.719025 -2.465971 -0.2 0.2 -0.2
C 2.899618 2.116452 -1.373379 0.0 -0.1 0.2
C 0.835107 1.812631 -3.343920 0.0 0.0 0.0
H 2.321079 -0.873475 -3.718595 0.2 0.2 0.1
H 1.079988 -2.022141 2.746078 -0.3 -0.1 0.0
H 0.596211 -4.109090 -0.816042 0.1 -0.1 0.5
C -1.647916 1.246378 1.342016 0.5 0.6 0.8
H 1.838117 -3.703999 0.435186 -0.5 -0.3 -0.1
H -0.257278 -3.205265 3.000505 0.1 0.3 0.1
C 0.025823 -2.251153 2.532747 0.2 -0.1 0.1
F -1.615502 3.666059 1.247234 0.7 -1.0 -0.5
O -2.379982 0.330028 -1.701908 5.5 -1.6 2.4
C 2.914164 -0.157675 -3.130258 0.0 -0.1 0.0
H -3.552645 0.371338 1.580369 0.1 0.6 -0.1
H -2.148485 -3.777423 1.086941 -0.2 0.2 -0.2
F -1.035149 2.590727 -0.576547 0.2 0.0 1.0
H 3.571693 1.615107 -0.661932 -0.1 0.2 -0.2
H 3.500419 0.482817 -3.804859 -0.2 -0.2 0.1
F 0.044130 1.016580 3.133899 -0.8 0.1 -0.3
H -2.124729 -3.049067 -0.561136 0.0 0.0 0.4
H -3.363921 1.375280 0.113540 -0.1 0.2 0.6
F 0.366941 2.745318 1.098020 -1.1 -0.1 -0.1
C -0.954069 2.570625 0.797275 -0.7 0.7 -0.5
```
Positions in Å, forces in eV/Å.

Summary:
- Spin multiplicity: 2
- Energy relative to the best compared isomer or geometry (same formula, charge and spin): 2.532 eV
- ⟨S²⟩: 0.755
- Total charge: +1
- Orbital gap (alpha / beta): 7.404 / 8.116 eV
- E_LUMO (alpha / beta): -5.03 / -4.74 eV
- E_tot: -2715.058593 a.u.

Results of the Löwdin charge analysis, in e, for atoms 1 through 4:
1. H 0.11
2. F 0.12
3. C -0.17
4. H 0.10

---

Strongest force on any atom for the records above, in order: 0.053, 0.179 hartree/bohr